ORCA calculation (ωB97M-V/def2-TZVPD) on 2 unconnected molecules or ions with the total composition C4H12N2.

Calculated values
Net charge: +3
Electronic energy (Eh): -267.6885
Frontier orbital gap (spin up / spin down) (eV): 9.38 / 7.39
⟨S²⟩: 0.7534
Energy relative to the best compared isomer or geometry (same formula, charge and spin) (eV): 2.970
Multiplicity: 2

Each line ends with the Löwdin charge.
Element x y z (Å)
C1 0.574021 -0.415252 -0.519702  0.27
C2 1.223851 -0.463654 0.779885  -0.09
C3 -0.064815 -0.036519 1.481464  -0.20
C4 -1.233727 -0.700869 1.306492  0.26
N1 -0.166722 1.420737 1.865524  0.28
N2 -0.115759 -0.344542 -3.261861  0.47
H1 0.134162 -1.341189 -0.910314  0.13
H2 0.084210 0.481272 -0.895608  0.11
H3 1.585697 -1.409620 1.195124  0.17
H4 2.048244 0.241197 0.943269  0.17
H5 -1.110134 -1.710819 0.924289  0.13
H6 -2.175353 -0.236720 1.595182  0.14
H7 -1.141048 1.643587 2.105012  0.20
H8 0.255758 2.101158 1.214692  0.20
H9 0.464802 1.604492 2.671783  0.22
H10 -0.852740 0.375095 -3.196676  0.17
H11 0.829467 -0.002199 -3.501357  0.17
H12 -0.339910 -1.206148 -3.797192  0.19

Cartesian forces (eV/Å) of the 3 atoms listed first:
C -2.46 -0.65 2.08
C 1.53 0.13 1.35
C -0.29 1.53 -2.15